Below is C6H15I2N3O5PSV as an isolated structure, with properties calculated with ωB97M-V/def2-TZVPD.

The LUMO energy (spin up / spin down) comes out at -8.173 / -7.694 eV. The HOMO energy (spin up / spin down) comes out at -14.206 / -14.206 eV. Its net charge is +2. As for the expectation value of S²: 2.016. The gap between HOMO and LUMO (spin up / spin down) is 6.03 / 6.51 eV. The multiplicity is 3.

Positions of all 34 atoms, in Å:
V (1.8235, -1.8136, 0.1051)
O (0.2865, -4.9650, 0.3772)
S (0.1797, -3.7338, -0.2948)
O (-0.8394, -3.4387, -1.2338)
O (0.2594, -2.5123, 0.7445)
O (1.6075, -3.2873, -0.9027)
O (3.7814, -1.5926, -0.3669)
H (4.4946, -1.0247, -0.0420)
H (4.2318, -2.3398, -0.8748)
C (-1.3102, 2.5829, 1.5409)
N (-1.8651, 1.1480, 1.4748)
C (-2.6380, 0.9920, 0.1447)
N (-1.8008, 1.3216, -0.9535)
C (-1.2920, 2.6873, -0.8327)
N (-0.5135, 2.8564, 0.3968)
C (0.7651, 2.1560, 0.3741)
P (0.4574, 0.3338, 0.2114)
C (-0.7685, 0.1330, 1.5915)
C (-0.7474, 0.3450, -1.2015)
H (-0.7420, 2.6687, 2.4663)
H (-2.1764, 3.2429, 1.5746)
H (-2.5203, 1.0099, 2.2480)
H (-3.4835, 1.6762, 0.2088)
H (-2.9904, -0.0374, 0.0962)
H (-2.1332, 3.3801, -0.8132)
H (-0.6702, 2.9238, -1.6938)
H (1.3314, 2.3671, 1.2825)
H (1.3573, 2.5062, -0.4722)
H (-0.2869, 0.2578, 2.5623)
H (-1.1993, -0.8658, 1.5412)
H (-1.1660, -0.6580, -1.3209)
H (-0.2249, 0.5964, -2.1257)
I (5.3306, -4.0808, -2.0426)
I (3.4619, -4.8353, -3.7697)

Forces on atoms 1 to 6 (eV/Å):
0.8 0.2 0.2
0.0 0.0 -0.1
0.4 -0.1 -0.1
0.0 0.1 0.0
-0.3 0.0 0.4
-0.5 -0.4 -0.4

***

Below is one molecule with the formula C5H11N, with properties calculated with ωB97M-V/def2-TZVPD.

The LUMO energy comes out at 1.144 eV. The HOMO energy comes out at -7.357 eV. Its net charge is 0. The gap between HOMO and LUMO is 8.50 eV. The SMILES is C/C=C/NCC. The multiplicity is 1.

Positions of all 17 atoms, in Å:
C (-1.7849, -1.8828, 0.9789)
C (-0.8258, -0.6500, 1.1552)
C (0.5212, -0.8667, 0.8145)
N (1.2497, 0.0322, 0.1145)
C (0.4868, 0.7293, -1.1267)
C (0.9497, 2.1633, -1.0559)
H (-1.3015, -2.8171, 1.4386)
H (-2.7772, -1.7571, 1.5433)
H (-2.1121, -2.0103, -0.1117)
H (-0.9539, 0.3934, 1.5854)
H (0.9023, -1.8712, 0.8845)
H (2.1519, -0.1150, -0.1289)
H (-0.5138, 0.4919, -0.8247)
H (0.8332, 0.4749, -2.1125)
H (0.1979, 2.8207, -1.5607)
H (1.9470, 2.2777, -1.5691)
H (1.0298, 2.5867, -0.0246)

Forces on atoms 1 to 6 (eV/Å):
-0.9 0.7 1.3
2.5 -0.5 0.1
-3.1 -0.8 0.0
-3.6 2.4 -1.7
2.4 0.4 3.4
-0.5 2.0 0.0

***

Below is a 3-piece molecular cluster, C5H15N2 overall, with properties calculated with ωB97M-V/def2-TZVPD.

The LUMO energy comes out at -8.719 eV. The HOMO energy comes out at -12.926 eV. Its net charge is +1. The gap between HOMO and LUMO is 4.21 eV. The multiplicity is 1.

Positions of all 22 atoms, in Å:
N (1.4746, 2.0841, -2.3150)
C (1.3292, 1.7628, 1.4495)
C (0.3085, 1.3128, 2.2876)
N (0.2085, -0.1912, -0.6197)
C (-2.1676, -1.3236, -0.6677)
C (-0.8261, -1.0185, 0.0809)
C (-0.0198, -2.2748, 0.5757)
H (2.4073, 2.2921, -1.8843)
H (1.5461, 1.8434, -3.3039)
H (0.8986, 1.4819, -1.6379)
H (1.9858, 2.4639, 1.9093)
H (1.5132, 1.1875, 0.5279)
H (0.3665, 1.4303, 3.3922)
H (-0.6576, 1.2069, 1.7907)
H (0.0823, -0.2617, -1.6659)
H (-2.2239, -2.2756, -1.1775)
H (-2.4506, -0.6400, -1.4689)
H (-3.0067, -1.3548, 0.0044)
H (-1.1641, -0.3658, 0.9317)
H (-0.6737, -2.7236, 1.2201)
H (0.1345, -2.6576, -0.4093)
H (0.9349, -1.9784, 0.9801)

Forces on atoms 1 to 6 (eV/Å):
0.1 -0.2 2.0
-1.9 -2.4 1.8
1.2 1.8 -1.1
-2.4 -2.8 1.2
0.7 -0.3 -0.6
-0.5 3.5 -2.6

***

Below is C17H22Cl3NO7PTi as an isolated structure, with properties calculated with ωB97M-V/def2-TZVPD.

The LUMO energy comes out at -4.744 eV. The HOMO energy comes out at -12.693 eV. Its net charge is +1. The gap between HOMO and LUMO is 7.95 eV. The multiplicity is 1.

Positions of all 52 atoms, in Å:
Ti (-0.5125, 1.1322, 0.7372)
N (5.9376, -2.3738, -0.0215)
C (4.9452, -1.8169, 0.1294)
C (3.6991, -1.1246, 0.3144)
C (3.2125, -0.9090, 1.6021)
C (2.0120, -0.2423, 1.7757)
C (1.2845, 0.2016, 0.6705)
C (1.7891, -0.0123, -0.6190)
C (2.9932, -0.6717, -0.7990)
H (3.7802, -1.2559, 2.4546)
H (1.6549, -0.0562, 2.7798)
H (1.2501, 0.3357, -1.4926)
H (3.3919, -0.8338, -1.7910)
C (-1.6616, 1.1864, 4.4597)
C (-1.2244, 1.1576, 3.0457)
O (-0.0714, 1.5553, 2.6805)
O (-1.9812, 0.7587, 2.0975)
H (-0.8208, 0.9783, 5.1171)
H (-2.4822, 0.4937, 4.6234)
H (-2.0107, 2.2001, 4.6738)
Cl (1.1071, 4.1341, 0.9236)
C (-0.4327, 4.3915, 0.1048)
Cl (-0.6924, 6.0489, -0.3147)
Cl (-1.7579, 3.7923, 1.1809)
C (-0.4776, 3.4519, -1.1258)
O (-0.5892, 3.8219, -2.2446)
O (-0.3685, 2.1762, -0.7485)
C (-4.7401, -1.4451, 1.6575)
C (-4.9137, -0.6611, 0.3826)
O (-3.8532, -0.9929, -0.5618)
P (-2.7864, 0.1254, -0.9781)
O (-1.3576, -0.4615, -0.2253)
C (-1.0041, -1.9031, -0.3034)
C (-1.0097, -2.5198, 1.0664)
O (-2.3610, -0.3939, -2.4245)
C (-3.1750, -0.0530, -3.5863)
C (-3.0678, 1.4141, -3.9253)
H (-5.5904, -1.2657, 2.3165)
H (-3.8350, -1.1398, 2.1823)
H (-4.6950, -2.5140, 1.4508)
H (-4.8998, 0.4161, 0.5646)
H (-5.8417, -0.9166, -0.1247)
H (-0.0349, -1.9318, -0.7941)
H (-1.7518, -2.3536, -0.9508)
H (-0.2669, -2.0697, 1.7256)
H (-0.7599, -3.5774, 0.9673)
H (-1.9960, -2.4487, 1.5217)
H (-4.2013, -0.3672, -3.3891)
H (-2.7741, -0.6781, -4.3797)
H (-3.5016, 2.0470, -3.1498)
H (-3.6100, 1.6123, -4.8505)
H (-2.0275, 1.7034, -4.0701)

Forces on atoms 1 to 6 (eV/Å):
0.0 -0.5 0.0
0.0 0.0 0.0
0.0 0.0 0.0
0.0 0.0 0.0
0.0 0.0 0.0
0.0 0.0 0.0

***

Below is an isolated ion of composition C7H19N2Si and charge +1, with properties calculated with ωB97M-V/def2-TZVPD.

The LUMO energy comes out at -3.046 eV. The HOMO energy comes out at -12.007 eV. Its net charge is +1. The gap between HOMO and LUMO is 8.96 eV. The multiplicity is 1.

Positions of all 29 atoms, in Å:
C (-0.9629, 1.2745, -0.8055)
C (0.2823, 0.9114, -1.6864)
C (0.1443, -1.4712, -1.1510)
C (-0.2324, 2.1519, 1.3714)
C (1.9078, -0.5525, -2.5710)
C (-2.3346, -1.1187, 2.2050)
C (0.8599, -1.0687, 2.1928)
N (-0.7344, 1.0758, 0.5933)
N (0.9986, -0.2876, -1.4609)
Si (-0.7906, -0.5110, 1.3610)
H (-1.2622, 2.2312, -0.9951)
H (-1.7468, 0.5535, -1.1708)
H (-0.2166, 0.9474, -2.6224)
H (0.9081, 1.8099, -1.5992)
H (-0.7706, -1.4610, -1.8493)
H (0.7599, -2.3124, -1.2557)
H (-0.9303, 2.9894, 1.3945)
H (-0.1497, 1.7518, 2.4349)
H (0.6723, 2.6208, 0.8437)
H (1.5126, -1.4292, -3.1213)
H (2.0018, 0.3171, -3.2498)
H (2.9165, -0.8082, -2.0669)
H (-3.1876, -0.2904, 2.3275)
H (-2.7203, -1.7629, 1.3308)
H (-2.2419, -1.9836, 2.9376)
H (0.8917, -2.1566, 2.5328)
H (1.7187, -0.8952, 1.5316)
H (1.0799, -0.4924, 3.1201)
H (1.6267, -0.0332, -0.5719)

Forces on atoms 1 to 6 (eV/Å):
0.8 -5.0 0.2
-2.4 4.0 0.6
-3.4 2.0 1.4
0.7 1.1 0.4
2.5 -0.9 -0.4
-1.9 -0.6 -1.7

***

Below is C19H40OP2Tc as an isolated structure, with properties calculated with ωB97M-V/def2-TZVPD.

The LUMO energy (spin up / spin down) comes out at -7.835 / -8.296 eV. The HOMO energy (spin up / spin down) comes out at -14.299 / -15.098 eV. Its net charge is +2. As for the expectation value of S²: 3.813. The gap between HOMO and LUMO (spin up / spin down) is 6.46 / 6.80 eV. The multiplicity is 4.

Positions of all 63 atoms, in Å:
P (0.7172, -2.1118, 0.2180)
P (0.4274, 2.2011, 1.1623)
C (1.2316, 0.6924, -0.7245)
C (1.4757, 2.1613, -0.3330)
H (0.3002, 0.4321, -1.4470)
H (2.0636, 0.2686, -1.2670)
H (2.5448, 2.3471, -0.0745)
H (1.2260, 2.9338, -1.1074)
C (-1.0518, 3.2918, 0.9357)
H (-1.0211, 4.0432, 1.7491)
H (-1.9854, 2.7044, 1.0224)
H (-0.9631, 3.7561, -0.0592)
C (1.4617, 3.2196, 2.2882)
H (1.5129, 4.2236, 1.8296)
H (2.4651, 2.7779, 2.3316)
H (1.0553, 3.2700, 3.2986)
C (-0.3054, -3.5602, -0.1935)
H (-0.1219, -4.2634, 0.6106)
H (0.0020, -3.9862, -1.1374)
H (-1.3626, -3.2819, -0.2313)
C (2.2881, -2.3080, -0.6229)
H (2.8860, -1.3961, -0.5426)
H (2.1905, -2.5579, -1.6737)
H (2.8081, -3.1228, -0.1132)
Tc (-0.4377, -0.1985, 0.0569)
C (0.0565, 1.2451, -3.1707)
C (-1.2220, 1.3490, -2.7278)
C (-2.3924, 0.6641, -3.3229)
C (-2.0098, -0.7961, -3.7105)
C (-1.2566, -1.4411, -2.5987)
C (0.0610, -1.7454, -2.7078)
C (1.0923, -1.0953, -3.5729)
C (0.7055, 0.2993, -4.1195)
C (1.0319, -2.6316, 1.9481)
H (0.7605, 1.9842, -2.7626)
H (-1.4759, 2.1643, -2.0595)
H (-2.7803, 1.1739, -4.2287)
H (-3.2337, 0.6217, -2.6144)
H (-2.9186, -1.3770, -3.9317)
H (-1.4491, -0.7887, -4.6601)
H (-1.8771, -2.0092, -1.8940)
H (0.3449, -2.7770, -2.5024)
H (1.2876, -1.7674, -4.4245)
H (2.0561, -1.0552, -3.0441)
H (1.6523, 0.7739, -4.4031)
H (0.1506, 0.1809, -5.0522)
H (1.7562, -2.0054, 2.4640)
H (1.3455, -3.6912, 1.9239)
H (0.0859, -2.5352, 2.4601)
C (-1.5823, 1.4237, 3.6869)
C (-0.8959, 0.1430, 3.2323)
C (0.5915, 0.2721, 3.4922)
C (-1.3569, -0.8465, 4.3195)
O (-1.2372, -0.2565, 1.9138)
H (-1.2208, 1.6275, 4.7003)
H (-2.6680, 1.2884, 3.7218)
H (-1.3525, 2.2932, 3.0683)
H (0.6801, 0.6479, 4.5246)
H (1.1138, -0.6868, 3.4035)
H (1.1045, 0.9951, 2.8283)
H (-2.4567, -0.9160, 4.3706)
H (-0.9150, -1.8454, 4.1979)
H (-0.9834, -0.4169, 5.2761)

Forces on atoms 1 to 6 (eV/Å):
0.8 -2.5 0.9
-0.8 1.2 -0.6
-0.8 0.0 -0.3
0.0 0.0 -0.6
1.4 1.1 -0.2
0.3 -0.5 0.2

***

Below is a 2-piece molecular cluster, C5H14 overall, with properties calculated with ωB97M-V/def2-TZVPD.

The LUMO energy comes out at 1.126 eV. The HOMO energy comes out at -11.258 eV. Its net charge is 0. The gap between HOMO and LUMO is 12.38 eV. The SMILES is CCC.CC. The multiplicity is 1.

Positions of all 19 atoms, in Å:
C (-1.3669, 1.8201, 1.3623)
C (-1.0292, 0.4465, 0.8063)
C (-2.2191, -0.5260, 0.7600)
H (-0.5033, 2.4861, 1.2740)
H (-1.5770, 1.7380, 2.4306)
H (-2.2648, 2.2436, 0.9084)
H (-0.6067, 0.5191, -0.1942)
H (-0.2205, 0.0072, 1.4123)
H (-3.0627, -0.1827, 1.3618)
H (-2.5653, -0.6751, -0.2708)
H (-1.9230, -1.5145, 1.1061)
C (1.8514, -1.1538, -1.9806)
C (2.4586, -0.4046, -0.7716)
H (1.8752, -0.5226, -2.8765)
H (2.4364, -2.0402, -2.2376)
H (0.8517, -1.5105, -1.7456)
H (1.7181, -0.3162, 0.0229)
H (2.8839, 0.5524, -1.0755)
H (3.2631, -0.9668, -0.2923)

Forces on atoms 1 to 6 (eV/Å):
0.2 -0.1 0.3
0.2 -0.4 0.1
0.1 -0.1 -0.3
-0.3 0.1 -0.2
-0.1 0.0 0.0
0.2 0.1 -0.2

***

Below is C6H6S3Sb2Se4Tc as an isolated structure, with properties calculated with ωB97M-V/def2-TZVPD.

The LUMO energy (spin up / spin down) comes out at -9.632 / -9.919 eV. The HOMO energy (spin up / spin down) comes out at -14.808 / -14.760 eV. Its net charge is +2. As for the expectation value of S²: 1.024. The gap between HOMO and LUMO (spin up / spin down) is 5.18 / 4.84 eV. The multiplicity is 2.

Positions of all 22 atoms, in Å:
Tc (0.0011, 1.4093, -0.5763)
C (1.7806, -0.3317, 1.4597)
C (0.6534, -0.4816, 2.2653)
C (-0.2349, -1.5147, 2.0178)
C (0.0051, -2.3968, 0.9601)
C (1.1557, -2.2724, 0.1819)
C (2.0412, -1.2374, 0.4307)
H (2.4937, 0.4550, 1.6755)
H (0.4836, 0.1965, 3.0917)
H (-1.1114, -1.6405, 2.6399)
H (-0.6851, -3.2093, 0.7698)
H (1.3520, -2.9808, -0.6124)
H (2.9454, -1.1444, -0.1565)
S (-0.0205, 4.5129, -2.0339)
Sb (1.6663, 3.7765, -0.4263)
S (-0.0118, 2.7887, 1.1256)
S (1.9786, 1.5650, -1.5175)
Se (-5.3476, 0.7918, -1.2905)
Sb (-3.4355, 0.0875, -2.5281)
Se (-1.3903, -0.4175, -0.7334)
Se (-1.1932, 2.6670, -2.0845)
Se (-3.1264, -0.6232, -4.6586)

Forces on atoms 1 to 6 (eV/Å):
0.2 -0.3 0.3
0.0 0.1 -0.1
0.0 0.1 0.0
-0.1 -0.1 -0.1
0.0 -0.1 0.1
0.0 0.0 0.0

***

Ordered energy relative to the best compared isomer or geometry (same formula, charge and spin) results: 8.7; 67.5; 197.0; 6.4; 25.2; 0.0; 6.8; 36.5; unit kcal/mol.